Entry 1:
DFT (ωB97M-V/def2-TZVPD) results for a molecular structure, C50H124AsF12N7O18 in a non-equilibrium geometry.

Structure (XYZ):
```
212
Properties=species:S:1:pos:R:3:forces:R:3:mulliken_charge:R:1
C -9.14913 -12.40265 5.26067 -3.2 2.5 0.2 -0.62
O -7.93219 -12.92822 5.16975 4.9 -3.1 0.7 -0.28
C -7.63811 -14.22662 4.59111 1.1 4.3 -1.8 -0.70
C -6.40624 -14.82547 5.20764 -0.5 1.6 2.2 -0.34
N -5.08332 -14.01128 5.03048 -0.8 -0.4 0.4 -0.22
H -4.69167 -14.32007 4.14715 0.5 -0.1 0.0 0.41
H -5.17832 -12.97793 4.92756 -0.4 -0.5 0.5 0.40
C -4.14050 -14.24317 6.22814 1.7 0.5 -1.7 -0.56
C -3.04932 -13.18001 6.14803 0.7 1.6 -0.8 -0.55
O -3.78504 -11.89211 6.13742 -2.0 -6.5 -1.2 -0.31
C -3.35891 -10.66188 6.29428 0.6 4.5 2.1 -0.74
H -10.00342 -13.18555 5.08631 1.3 1.8 0.2 0.29
H -9.07005 -11.50564 4.56296 -1.4 -1.1 0.2 0.23
H -9.23453 -11.83741 6.26533 -0.3 -1.4 -1.1 0.20
H -7.32605 -13.96667 3.54406 -0.3 -0.4 0.3 0.27
H -8.55781 -14.71838 4.47389 -0.8 -1.8 0.4 0.57
H -6.24631 -15.76038 4.74237 0.4 -1.2 0.0 0.38
H -6.52399 -14.81176 6.31961 0.0 -0.7 -1.0 0.26
H -3.59175 -15.19432 6.15612 -0.8 0.0 -0.2 0.35
H -4.71650 -14.18990 7.11460 -0.6 0.1 0.7 0.41
H -2.43360 -13.35023 5.20113 -1.0 0.6 0.6 0.32
H -2.23139 -13.29635 6.90156 -1.2 0.3 0.1 0.44
H -3.89880 -9.92129 5.62175 0.9 -1.1 0.3 0.24
H -2.28129 -10.64504 6.19351 0.3 0.8 -0.1 0.33
H -3.67682 -10.29081 7.34451 0.9 -0.4 -1.3 0.24
C -6.56378 4.17737 16.69663 0.6 0.2 0.0 -0.80
O -7.68963 4.10547 15.82838 0.5 0.4 0.5 -0.31
C -8.80356 3.54432 16.40644 -1.7 -1.1 -0.2 -0.50
C -9.72113 3.27123 15.21091 0.1 -0.7 -0.5 -0.68
N -9.04661 2.41210 14.14120 -0.7 -0.7 0.2 -0.22
H -8.24533 2.85413 13.70852 0.4 0.8 -0.1 0.50
H -8.65623 1.58317 14.57740 0.0 -0.3 0.2 0.38
C -9.94396 2.00474 12.96376 -0.9 0.1 2.0 -0.72
C -9.08558 1.75308 11.77964 -0.3 -0.5 -0.6 -0.36
O -8.11198 2.73472 11.72312 0.4 1.2 0.0 -0.38
C -7.38320 2.91450 10.48621 -0.6 -1.7 0.5 -0.80
H -6.75768 4.48152 17.75289 -0.2 -0.2 -0.9 0.32
H -5.87178 4.86005 16.22257 0.0 0.4 0.1 0.25
H -6.06136 3.22405 16.64831 0.1 -0.6 0.5 0.34
H -9.38251 4.20063 17.07254 0.3 0.3 -0.1 0.39
H -8.64493 2.61878 17.02179 0.4 0.4 -0.6 0.38
H -9.92331 4.19662 14.69220 -0.2 0.3 0.0 0.39
H -10.65685 2.75090 15.44013 0.2 0.2 0.2 0.41
H -10.67910 2.79893 12.88356 0.2 0.3 -0.4 0.39
H -10.53997 1.10793 13.23753 0.6 0.4 0.0 0.35
H -9.75290 1.75139 10.91275 0.2 -0.2 -0.2 0.40
H -8.65551 0.76121 11.93771 0.3 -0.2 -0.5 0.35
H -7.82557 3.65920 9.81528 -0.2 -0.6 0.1 0.26
H -7.20670 1.88809 10.11380 -0.5 0.6 -0.7 0.35
H -6.41283 3.21363 10.76430 1.1 0.8 0.4 0.31
C 8.40197 4.89080 -13.13196 0.6 1.0 -0.3 -0.75
O 9.29082 5.24028 -12.08484 0.8 0.6 0.4 -0.36
C 9.64049 6.60805 -12.07089 -1.0 -0.3 0.1 -0.51
C 10.31752 6.82638 -10.76626 2.6 -0.3 1.7 -0.75
N 9.57552 6.17854 -9.59898 -1.0 -0.1 -1.7 -0.17
H 9.30280 5.24291 -9.95062 -0.3 0.3 0.0 0.45
H 10.23115 6.01529 -8.87880 0.8 0.0 1.3 0.36
C 8.33473 6.93230 -9.12447 0.8 -0.5 -0.2 -0.71
C 7.40635 5.96060 -8.43405 1.3 0.6 0.7 -0.68
O 7.03849 5.02129 -9.40332 0.5 -0.3 0.6 -0.22
C 6.17636 4.09393 -8.77700 -1.6 -0.6 0.0 -0.62
H 7.46186 5.35219 -12.88089 -0.8 -0.3 -0.1 0.32
H 8.41582 3.81474 -13.09483 -0.5 -0.3 -0.6 0.26
H 8.72972 5.34785 -14.10010 -0.1 -0.8 0.6 0.32
H 8.78774 7.26264 -12.26612 -0.5 -0.1 0.5 0.42
H 10.29900 6.86998 -12.86440 1.0 0.0 -0.7 0.48
H 10.49493 7.84803 -10.41829 -0.2 0.1 -0.7 0.39
H 11.37712 6.33781 -10.77865 -2.0 0.6 0.0 0.36
H 7.82271 7.15815 -10.01514 -0.5 0.7 -1.3 0.35
H 8.66612 7.86829 -8.65867 -0.3 -0.5 0.3 0.47
H 6.56793 6.44256 -7.96715 -0.7 0.6 -0.2 0.49
H 7.93031 5.56672 -7.55470 0.1 -0.8 -0.1 0.40
H 5.20082 4.58233 -8.61273 0.2 -0.1 0.2 0.07
H 6.54181 3.75079 -7.79611 0.1 0.0 -0.4 0.38
H 5.93408 3.24144 -9.43076 0.6 0.3 0.1 0.30
C -5.93018 -0.00593 -0.25250 2.0 0.1 -1.6 -0.84
O -4.88541 0.51005 0.55596 1.1 -0.1 -1.3 -0.37
C -3.62204 0.56343 -0.23423 -1.4 0.0 3.4 -0.70
C -2.91700 1.71844 0.40197 2.5 1.0 0.3 -0.78
N -2.84322 1.73436 1.87491 0.6 -1.3 -0.4 0.33
H -3.79429 1.65020 2.22440 0.3 0.7 0.3 0.35
H -2.68883 -0.05730 3.13340 -0.2 -0.9 0.6 0.10
C -2.00579 2.85566 2.37083 -1.1 -0.6 0.2 -0.92
C -1.84667 2.81580 3.90039 0.9 0.2 -0.7 -0.61
O -3.09416 2.90999 4.46915 -1.1 -0.3 -0.2 -0.32
C -3.10738 2.71534 5.86694 -0.3 0.1 -0.7 -0.64
H -6.17996 0.70192 -1.09694 0.1 -0.6 0.8 0.30
H -6.73586 -0.13095 0.40385 -1.4 -0.5 0.6 0.27
H -5.53658 -0.95822 -0.71447 -0.9 0.6 0.4 0.31
H -3.88844 0.78070 -1.21750 -0.2 0.3 -1.9 0.75
H -3.11222 -0.39942 -0.15655 0.1 0.0 0.1 0.28
H -3.36649 2.63891 0.08004 -0.8 0.6 -0.4 0.33
H -1.85975 1.86457 0.02599 -0.9 -0.6 0.3 0.21
H -2.47633 3.78462 2.02290 0.2 0.3 0.4 0.40
H -1.02931 2.77184 1.90091 0.1 0.0 0.0 0.36
H -1.26926 3.68563 4.25825 0.4 -0.2 -0.4 0.50
H -1.30526 1.89135 4.22452 -0.4 0.4 -0.3 0.30
H -2.65707 3.61195 6.35163 -0.4 -0.7 0.1 0.31
H -2.54951 1.78649 6.06652 -0.2 0.4 0.5 0.24
H -4.19257 2.58800 6.03986 0.7 0.1 0.7 0.19
C 2.49122 5.86603 -7.96574 0.2 0.5 0.3 -0.52
O 1.08353 6.20482 -8.14801 1.8 0.1 0.4 -0.41
C 0.62923 6.67266 -6.89915 0.0 -2.0 0.7 -0.25
C -0.92594 6.65092 -7.01980 1.7 0.2 1.4 -0.92
N -1.40495 5.58994 -7.90094 -0.6 -0.6 -1.3 -0.21
H -2.28297 5.95032 -8.33324 0.6 -0.7 0.4 0.46
H -0.71528 5.52823 -8.72870 -0.8 -0.5 1.3 0.56
C -1.60380 4.17731 -7.32458 0.5 0.0 0.2 -0.15
C -1.82352 3.28015 -8.49922 -0.6 -1.3 -3.0 -0.54
O -0.88858 3.69804 -9.53346 -0.5 -0.2 1.3 -0.32
C -1.00764 3.03442 -10.77736 0.3 1.3 -0.2 -0.83
H 3.09936 6.68653 -7.41732 -1.2 -1.0 -0.9 0.28
H 2.89471 5.70630 -8.95441 0.1 0.1 -0.3 0.30
H 2.58762 4.93357 -7.38715 -0.2 0.4 -0.1 0.11
H 1.06563 7.65791 -6.70731 -0.6 0.1 0.2 0.52
H 1.05639 5.95426 -6.08812 -1.1 1.1 -1.0 0.13
H -1.22822 7.54912 -7.50360 -0.4 0.9 0.1 0.45
H -1.32711 6.52039 -6.01928 -0.4 0.3 -0.1 0.35
H -2.41657 4.04427 -6.57848 0.3 0.9 -0.6 0.30
H -0.67285 3.90492 -6.82676 0.1 0.2 -0.1 -0.01
H -2.87094 3.37484 -8.97822 1.2 0.0 1.0 0.43
H -1.65084 2.17403 -8.35338 -0.2 1.2 0.6 0.40
H -0.57669 2.04677 -10.80608 0.2 -0.4 0.2 0.26
H -0.47360 3.72290 -11.43262 0.1 -0.5 -0.3 0.27
H -2.02802 3.02267 -11.12632 -0.6 -0.2 0.0 0.36
C 7.25364 0.53236 -2.24020 -0.8 1.0 0.7 -1.11
O 5.84510 0.41777 -1.99685 1.0 0.4 -1.0 0.09
C 5.25176 1.65007 -1.58750 -0.5 -0.2 0.6 -0.38
C 5.43586 1.74509 -0.08706 0.2 1.7 0.8 -1.00
N 5.20306 0.43681 0.52292 -1.0 0.4 -0.4 0.32
H 3.55712 -0.42730 0.20655 -0.5 -0.5 -0.8 0.33
H 5.83792 -0.20403 0.11258 0.6 -0.7 -0.7 0.05
C 5.41910 0.35829 1.93191 1.0 -1.1 1.4 -0.92
C 6.77491 0.82914 2.42586 0.1 2.0 1.8 -0.68
O 6.69895 2.27992 2.62152 -0.2 -0.3 -1.7 -0.32
C 7.40682 2.81671 3.70110 0.6 0.2 0.6 -0.80
H 7.82363 0.67779 -1.32494 -0.1 0.3 0.3 0.30
H 7.42735 1.34962 -2.92182 0.2 0.3 -0.2 0.35
H 7.61421 -0.35089 -2.66019 0.3 -1.6 -0.9 0.32
H 4.20646 1.48899 -1.74520 -0.9 0.0 -0.3 -0.05
H 5.49980 2.58624 -2.15551 0.4 -1.1 0.4 0.53
H 4.65352 2.45147 0.30712 0.9 -0.5 -0.2 0.36
H 6.44558 2.17887 0.17699 -0.9 -0.5 -0.1 0.42
H 5.35107 -0.73824 2.24552 -0.3 1.4 -0.4 0.36
H 4.72727 0.97670 2.50919 -0.3 -0.3 -0.2 0.26
H 7.69294 0.55869 1.88018 -0.4 -0.1 -0.2 0.18
H 6.87033 0.53497 3.46889 0.2 -1.0 0.0 0.70
H 7.96779 2.02613 4.18344 0.2 -0.3 0.5 0.36
H 6.68549 3.22543 4.43117 0.4 0.1 -0.3 0.26
H 8.19556 3.56620 3.43165 -1.0 -0.4 -0.2 0.25
C 6.74662 -0.45399 -5.83558 0.2 -0.1 -2.1 -0.94
O 5.79690 -0.65611 -4.84040 -0.4 -0.2 0.9 0.11
C 4.94945 -1.74889 -5.14979 -1.3 0.7 -1.2 -1.36
C 3.68216 -1.54242 -4.28507 -0.3 -2.5 -0.6 0.28
N 4.07563 -1.51422 -2.88566 2.9 1.0 0.4 1.70
H 4.76086 -0.64923 -2.86228 -1.1 -1.3 0.8 -0.16
H 3.33292 -1.39044 -2.20035 -0.4 0.6 0.0 -0.78
C 4.88634 -2.69951 -2.34852 -0.5 0.2 -0.2 -0.48
C 4.01339 -3.93578 -2.10885 0.1 2.3 2.6 -0.69
O 3.93692 -4.69247 -3.20955 0.8 0.1 -2.2 -0.27
C 3.21747 -5.84766 -2.97433 -0.1 -1.3 -0.1 -0.77
H 7.20189 0.55845 -5.83396 -0.1 -0.7 0.9 0.24
H 6.18043 -0.37899 -6.84765 1.1 -0.8 1.2 0.31
H 7.51250 -1.29850 -5.74529 -0.7 1.3 -0.8 0.31
H 5.44434 -2.73631 -5.17485 -0.1 0.3 0.6 0.42
H 4.59974 -1.59564 -6.19124 0.0 -0.2 0.3 0.57
H 2.90706 -2.37196 -4.35817 1.0 1.1 -0.6 0.47
H 3.28920 -0.58160 -4.56207 -0.5 0.3 0.0 -0.10
H 5.23323 -2.28659 -1.39011 0.3 -0.5 -0.4 0.14
H 5.69054 -2.98354 -3.06128 -0.4 0.6 0.7 0.60
H 3.02846 -3.57242 -1.69471 0.3 -0.3 -0.6 0.17
H 4.42575 -4.47865 -1.24904 0.3 -0.2 0.0 0.58
H 2.82630 -6.21308 -3.91410 0.5 -0.4 -0.4 0.28
H 2.30395 -5.46235 -2.52663 -0.2 -1.0 1.2 0.36
H 3.89056 -6.65844 -2.48031 -1.6 1.4 -0.3 0.26
C -3.13397 -1.76437 4.24725 0.6 -0.1 -0.2 -0.19
O -4.27259 -2.20527 3.60494 0.2 0.2 -0.3 -0.33
O -2.33742 -0.90296 3.53237 0.7 0.7 -0.7 -0.25
C -3.62374 -1.11183 5.54985 1.0 1.4 -2.3 0.83
F -4.26787 0.03679 5.24199 -0.7 -0.1 -0.1 -0.27
F -4.41943 -1.89848 6.18667 -1.0 -0.9 1.6 -0.26
F -2.59703 -0.69943 6.28577 0.5 -0.6 0.9 -0.29
C -4.22902 -2.43517 2.19817 0.9 0.6 -1.4 0.79
C -5.40913 -3.29817 2.02453 -1.5 -0.2 0.7 -1.44
H -6.17886 -2.79949 2.65496 0.2 -0.6 -0.4 0.31
H -5.82753 -3.37413 1.02713 0.3 -0.2 -0.3 0.41
H -5.17841 -4.26481 2.47366 -0.4 -0.2 -0.2 0.35
H -3.30278 -2.86721 1.70064 -0.5 0.1 1.4 0.24
H -4.36760 -1.50235 1.63911 0.0 0.2 0.4 -0.48
H -2.50732 -2.65379 4.47200 0.0 0.6 0.2 0.29
C 1.59026 -0.49131 -0.27313 0.2 -0.9 0.1 -0.27
O 1.38804 0.17513 -1.49179 0.0 -0.9 0.4 -0.07
O 2.86304 -1.05831 -0.19920 0.7 0.5 0.0 -0.47
C 1.47806 0.51249 0.86928 -0.4 -0.8 0.9 0.54
F 2.27319 1.58484 0.68351 -0.3 -0.6 0.3 -0.22
F 0.22674 0.92074 1.03519 -0.5 0.6 -0.3 -0.29
F 1.77641 -0.11739 2.03922 0.6 0.6 -0.5 -0.30
C 0.03210 0.01748 -1.95793 0.2 -0.1 -0.1 0.83
C -0.29127 -1.42212 -2.41806 0.6 0.2 1.2 -1.22
H 0.55232 -1.73938 -3.02942 -0.2 0.0 -0.4 0.13
H -0.38574 -2.19671 -1.62954 0.0 0.6 -0.1 0.34
H -1.22488 -1.42153 -2.95510 -0.2 0.0 -0.5 0.52
H 0.03173 0.64603 -2.82855 -0.2 0.3 -0.4 0.19
H -0.62712 0.47982 -1.20937 -0.1 -0.5 -0.2 -0.60
H 0.85749 -1.35980 -0.14583 0.7 1.4 0.1 0.38
As 2.19903 2.33627 -5.44749 -1.9 0.5 -0.7 2.02
F 1.11631 2.61219 -4.13055 -0.2 -0.1 0.3 -0.51
F 2.59188 4.04597 -5.28749 0.2 -0.3 -0.5 -0.52
F 3.26378 2.10518 -6.77900 0.3 -0.1 -0.3 -0.53
F 1.47113 0.73468 -5.55925 1.2 -0.2 0.4 -0.47
F 0.96342 2.71469 -6.63771 -0.1 0.8 0.0 -0.59
F 3.49331 1.92789 -4.43309 0.5 -0.7 0.9 -0.41
```
Forces are in eV/Å.

LUMO ... -4.9 eV
F_max ... 6.9 eV/A
Frontier orbital gap ... 8.132 eV
Spin multiplicity ... 1
Charge ... +4
E ... -194557.1181 eV


Entry 2:
DFT (ωB97M-V/def2-TZVPD) results for 2 unconnected molecules or ions with the total composition C4H13NO2S in a non-equilibrium geometry.

Structure (XYZ):
```
21
Properties=species:S:1:pos:R:3:forces:R:3:mulliken_charge:R:1
O 0.58513 -0.08696 2.90216 0.2 -0.3 -0.4 -0.59
C 1.00298 -0.83174 1.74116 -1.4 1.8 1.3 -0.55
N 0.14173 -0.36612 0.65790 0.8 -0.1 -0.7 -0.04
C 0.13131 -1.20926 -0.52752 -1.3 -0.9 0.0 -0.75
C -0.41846 -0.51394 -1.76482 0.7 2.1 0.6 -0.72
C -1.87307 -0.01991 -1.63120 -0.5 -1.4 0.1 -0.59
S -2.12362 1.60581 -0.82096 0.3 -0.2 -0.4 -0.20
H 0.76246 0.82792 2.66310 0.1 0.4 0.1 0.35
H 0.78232 -1.84699 2.07423 0.7 -0.4 -0.5 0.37
H 2.02744 -0.49145 1.54599 0.1 -1.1 -0.3 0.39
H -0.76969 -0.14212 1.03175 -0.2 -0.2 0.0 0.20
H -0.54997 -2.09098 -0.40669 0.6 0.2 0.2 0.34
H 1.13513 -1.60754 -0.68995 0.0 0.2 -0.1 0.41
H 0.13265 0.44297 -1.88027 0.2 -0.5 -0.2 0.28
H -0.20603 -1.07203 -2.67523 -0.4 -0.3 0.1 0.39
H -2.29560 -0.03804 -2.62979 -0.2 0.5 -0.1 0.38
H -2.49422 -0.73187 -1.05208 0.4 0.1 -0.2 0.33
H -0.83647 1.72517 -0.46944 -0.1 0.1 0.1 0.05
O 1.82234 2.01435 0.95566 -0.2 0.4 -0.4 -0.65
H 1.45914 1.49697 0.21256 0.0 0.1 0.5 0.30
H 1.58451 2.93578 0.76345 0.2 -0.4 0.1 0.31
```
Forces are in eV/Å.

LUMO ... 0.6 eV
F_max ... 2.6 eV/A
Frontier orbital gap ... 9.741 eV
Spin multiplicity ... 1
E ... -20778.4639 eV
ΔE to the lowest compared entry with this formula, charge and spin ... 0.7560 eV


Entry 3:
DFT (ωB97M-V/def2-TZVPD) results for 3 unconnected molecules or ions with the total composition C13H26Br2NO6 in a non-equilibrium geometry.

Structure (XYZ):
```
48
Properties=species:S:1:pos:R:3:forces:R:3:mulliken_charge:R:1
C -1.81003 -2.38405 -3.25897 1.4 0.8 0.3 -0.67
C -0.38327 -1.97522 -3.90480 1.3 1.6 1.7 0.01
Br 0.03257 -2.62937 -5.74105 -0.6 0.4 1.6 -0.22
C 0.56750 -1.16992 -3.19906 -2.5 -1.4 -1.0 0.03
Br 2.27351 -0.68615 -4.13911 -1.4 -0.3 1.2 -0.16
N 0.32416 -0.67462 -1.83457 -0.2 -1.2 -2.1 -0.21
C 0.30465 -1.78530 -0.82603 -0.4 -0.5 0.6 0.39
C 1.39937 -1.65381 0.34183 3.4 1.8 0.8 0.13
O 1.25645 -2.42321 1.35114 -0.1 1.6 -2.5 -0.72
O 2.42101 -0.75583 0.14397 -4.4 -3.5 0.5 -0.64
H -1.63150 -3.21585 -2.49234 -0.4 1.0 -1.3 0.22
H -2.58751 -2.65584 -4.04559 1.2 0.4 1.1 0.45
H -2.12618 -1.45973 -2.64034 0.2 -1.5 -1.1 0.08
H -0.58851 -0.18737 -1.82101 0.9 -0.3 -0.1 0.32
H -0.75249 -1.81756 -0.37480 1.6 0.0 -0.3 -0.18
H 0.45071 -2.78399 -1.37047 0.0 1.3 0.9 0.18
C -4.90974 0.25835 2.35143 0.0 -0.1 0.0 -0.67
O -5.62444 -0.85909 1.84388 0.3 0.1 -0.2 -0.38
C -5.24717 -1.18682 0.50808 -0.2 -0.4 0.3 -0.58
C -4.27616 -2.36329 0.47571 0.4 0.4 -0.1 -0.43
O -3.03197 -2.02799 1.08237 -0.5 -0.1 0.1 -0.21
C -2.92333 -2.52311 2.41102 0.2 0.1 0.0 -0.90
H -5.04001 0.28304 3.43431 -0.1 -0.1 -0.1 0.25
H -3.83961 0.19463 2.13257 -0.1 0.0 0.0 0.27
H -5.31577 1.18110 1.92624 0.1 0.1 0.0 0.32
H -4.82412 -0.31408 -0.00114 0.1 -0.1 0.1 0.33
H -6.16141 -1.47319 -0.02125 0.0 0.0 0.0 0.37
H -4.06472 -2.61448 -0.56726 0.0 0.0 -0.1 0.33
H -4.71533 -3.24750 0.95216 0.0 0.1 0.0 0.34
H -2.71246 -3.59617 2.38796 0.0 0.0 0.1 0.29
H -3.83164 -2.33920 2.99110 0.0 0.0 -0.1 0.40
H -2.09132 -2.01162 2.89768 0.0 -0.1 -0.2 0.27
C 6.00739 3.10239 -0.46124 -0.3 0.0 -0.1 -0.77
O 4.67302 2.79251 -0.82439 0.4 0.3 0.3 -0.38
C 4.06263 1.85922 0.07519 -0.6 0.0 -0.3 -0.27
C 3.15107 2.56392 1.07249 0.3 -0.5 0.1 -0.39
O 3.89363 3.41509 1.95223 0.0 0.5 -0.2 -0.38
C 3.82648 4.77955 1.56965 0.1 -0.3 0.2 -0.74
H 6.31068 3.99829 -1.00682 0.0 0.0 -0.1 0.25
H 6.10571 3.29965 0.61110 0.0 -0.1 0.0 0.32
H 6.66858 2.27716 -0.74318 0.1 0.0 0.1 0.32
H 4.82263 1.26271 0.59021 -0.1 0.1 0.0 0.28
H 3.45732 1.17920 -0.52960 0.0 -0.1 0.2 0.25
H 2.66501 1.80942 1.69410 0.0 -0.1 -0.1 0.33
H 2.36749 3.12982 0.55497 0.1 0.0 0.0 0.29
H 2.85568 5.19610 1.85736 -0.1 0.1 -0.1 0.32
H 3.97823 4.91062 0.49498 0.0 0.0 0.0 0.32
H 4.61318 5.32158 2.09930 -0.1 -0.1 0.0 0.24
```
Forces are in eV/Å.

LUMO ... 2.5 eV
F_max ... 5.7 eV/A
Frontier orbital gap ... 7.024 eV
Spin multiplicity ... 1
Charge ... -1
E ... -167759.5929 eV
ΔE to the lowest compared entry with this formula, charge and spin ... 1.7764 eV